[1]
{
  "formula": "C47H62Br2O9SSr",
  "method": "ωB97M-V/def2-TZVPD",
  "mol_weight_g_mol": 1050.5,
  "lumo_energy_ha": 0.13717,
  "charge": -2,
  "spin_multiplicity": 1,
  "elements": ["Sr", "C", "O", "C", "C", "C", "C", "C", "C", "C", "C", "C", "C", "C", "C", "C", "C", "C", "C", "C", "C", "C", "C", "C", "C", "C", "C", "C", "C", "C", "C", "C", "C", "O", "C", "C", "C", "C", "C", "O", "C", "C", "C", "C", "C", "C", "O", "C", "C", "C", "C", "H", "H", "H", "H", "H", "H", "H", "H", "H", "H", "H", "H", "H", "H", "H", "H", "H", "H", "H", "H", "H", "H", "H", "H", "H", "H", "H", "H", "H", "H", "H", "H", "H", "H", "H", "H", "H", "H", "H", "H", "H", "H", "H", "H", "H", "H", "H", "H", "H", "H", "H", "H", "H", "H", "H", "H", "H", "H", "Br", "C", "Br", "H", "H", "O", "H", "H", "O", "S", "O", "O", "O"],
  "xyz": [[-1.97, -3.26, -0.11], [0.55, -4.22, 3.18], [0.25, -3.38, 2.07], [1.04, -2.24, 2.07], [2.17, -2.15, 1.27], [2.43, -3.09, 0.08], [2.24, -2.31, -1.21], [3.30, -1.73, -1.91], [3.11, -0.94, -3.05], [1.78, -0.82, -3.50], [0.71, -1.39, -2.84], [-0.70, -1.31, -3.42], [-1.53, -0.17, -2.83], [-1.27, 1.14, -3.19], [-1.92, 2.23, -2.61], [-2.82, 1.96, -1.58], [-3.11, 0.66, -1.17], [-3.94, 0.42, 0.10], [-3.07, 0.68, 1.33], [-2.96, 1.98, 1.82], [-2.14, 2.32, 2.90], [-1.43, 1.27, 3.49], [-1.51, -0.05, 3.02], [-0.66, -1.14, 3.65], [0.70, -1.21, 2.95], [1.60, -0.17, 3.13], [2.80, -0.10, 2.43], [3.05, -1.08, 1.48], [3.78, 1.05, 2.72], [5.03, 0.97, 1.86], [3.08, 2.39, 2.45], [4.20, 0.99, 4.20], [-2.32, -0.37, 1.92], [-2.37, -1.58, 1.45], [-2.00, 3.78, 3.33], [-3.38, 4.38, 3.66], [-1.11, 3.93, 4.56], [-1.37, 4.59, 2.18], [-2.52, -0.38, -1.86], [-2.91, -1.68, -1.59], [-4.01, -2.14, -2.45], [-1.60, 3.65, -3.08], [-1.94, 3.78, -4.57], [-0.11, 3.93, -2.88], [-2.39, 4.70, -2.31], [0.91, -2.07, -1.62], [-0.08, -2.47, -0.90], [4.24, -0.21, -3.78], [5.59, -0.46, -3.12], [3.96, 1.29, -3.76], [4.32, -0.69, -5.23], [0.65, -3.63, 4.09], [1.47, -4.78, 3.00], [-0.28, -4.92, 3.28], [1.70, -3.90, 0.12], [3.44, -3.49, 0.11], [4.31, -1.91, -1.54], [1.58, -0.27, -4.43], [-1.21, -2.25, -3.23], [-0.62, -1.17, -4.50], [-0.50, 1.31, -3.95], [-3.31, 2.77, -1.05], [-4.31, -0.60, 0.11], [-4.78, 1.11, 0.12], [-3.54, 2.75, 1.32], [-0.78, 1.46, 4.34], [-1.16, -2.09, 3.54], [-0.52, -0.92, 4.71], [1.33, 0.62, 3.82], [3.93, -1.02, 0.84], [4.79, 1.05, 0.79], [5.57, 0.03, 2.01], [5.70, 1.80, 2.12], [2.74, 2.44, 1.41], [3.77, 3.23, 2.63], [2.20, 2.53, 3.09], [4.68, 0.04, 4.42], [3.34, 1.10, 4.86], [4.91, 1.80, 4.42], [-3.87, 3.80, 4.45], [-4.04, 4.36, 2.78], [-3.28, 5.42, 3.99], [-1.50, 3.36, 5.41], [-1.07, 4.99, 4.85], [-0.09, 3.59, 4.37], [-1.99, 4.53, 1.28], [-0.38, 4.19, 1.93], [-1.26, 5.65, 2.46], [-4.91, -1.56, -2.25], [-4.21, -3.18, -2.21], [-3.72, -2.06, -3.49], [-1.37, 3.08, -5.17], [-1.72, 4.80, -4.93], [-3.00, 3.58, -4.74], [0.52, 3.24, -3.46], [0.17, 3.81, -1.82], [0.14, 4.96, -3.19], [-3.47, 4.56, -2.42], [-2.14, 5.70, -2.69], [-2.16, 4.68, -1.24], [5.60, -0.12, -2.08], [6.36, 0.10, -3.66], [5.86, -1.52, -3.13], [3.88, 1.66, -2.73], [3.02, 1.53, -4.27], [4.77, 1.84, -4.26], [4.49, -1.77, -5.28], [5.14, -0.18, -5.76], [3.39, -0.48, -5.78], [-2.06, -7.36, 3.40], [-1.54, -7.77, 1.54], [-0.13, -6.63, 0.83], [-2.41, -7.62, 0.90], [-1.16, -8.78, 1.56], [-4.95, -2.89, 1.29], [-4.15, -2.39, 1.53], [-4.61, -3.75, 1.00], [-3.33, -7.04, -0.88], [-3.41, -5.59, -0.86], [-3.20, -5.09, 0.59], [-2.28, -4.96, -1.66], [-4.71, -5.09, -1.34]]
}

[2]
{
  "formula": "C47H64AuGeNO3PSSi",
  "method": "ωB97M-V/def2-TZVPD",
  "mol_weight_g_mol": 1051.7,
  "lumo_energy_ha": -0.20168,
  "charge": 1,
  "spin_multiplicity": 1,
  "elements": ["Au", "C", "Si", "C", "C", "C", "C", "C", "C", "N", "C", "S", "H", "H", "H", "H", "H", "H", "H", "H", "H", "H", "H", "H", "O", "C", "O", "C", "C", "Ge", "C", "C", "C", "C", "C", "C", "C", "C", "C", "C", "C", "C", "C", "C", "C", "C", "C", "C", "H", "H", "H", "H", "H", "H", "H", "H", "H", "H", "H", "H", "H", "H", "H", "H", "H", "H", "H", "O", "P", "C", "C", "C", "C", "C", "C", "C", "C", "C", "C", "C", "C", "C", "C", "C", "C", "C", "C", "H", "H", "H", "H", "H", "H", "H", "H", "H", "H", "H", "H", "H", "H", "H", "H", "H", "H", "H", "H", "H", "H", "H", "H", "H", "H", "H", "H", "H", "H", "H", "H", "H"],
  "xyz": [[-0.77, 1.75, 0.45], [3.98, 5.81, -1.36], [3.00, 5.81, 0.22], [1.44, 6.82, 0.03], [3.99, 6.43, 1.66], [2.62, 3.97, 0.56], [3.66, 3.12, 0.95], [3.46, 1.77, 1.23], [2.19, 1.26, 1.10], [1.20, 2.07, 0.72], [1.39, 3.35, 0.46], [-0.18, 4.01, 0.01], [4.35, 6.82, -1.58], [3.37, 5.49, -2.20], [4.85, 5.15, -1.29], [1.71, 7.88, -0.05], [0.78, 6.71, 0.89], [0.88, 6.55, -0.87], [4.11, 7.52, 1.58], [4.99, 5.99, 1.69], [3.49, 6.22, 2.61], [4.67, 3.53, 1.05], [4.27, 1.12, 1.54], [1.95, 0.22, 1.29], [-4.74, 1.37, 1.25], [-3.69, 1.00, 0.81], [-2.70, 1.90, 0.61], [-3.46, -0.46, 0.47], [-2.34, -1.14, 1.30], [-2.59, -1.08, 3.27], [-1.06, -2.00, 4.07], [-1.28, -3.20, 4.77], [-0.22, -3.87, 5.37], [1.07, -3.36, 5.30], [1.30, -2.18, 4.61], [0.25, -1.51, 4.00], [-2.62, 0.79, 3.83], [-3.80, 1.40, 4.26], [-3.83, 2.77, 4.53], [-2.68, 3.54, 4.38], [-1.50, 2.95, 3.96], [-1.47, 1.58, 3.69], [-4.20, -2.06, 3.71], [-4.79, -2.92, 2.78], [-5.92, -3.66, 3.12], [-6.47, -3.54, 4.38], [-5.90, -2.70, 5.32], [-4.77, -1.96, 4.98], [-3.22, -0.49, -0.60], [-4.42, -0.95, 0.63], [-1.34, -0.73, 1.08], [-2.29, -2.21, 1.05], [-2.28, -3.60, 4.84], [-0.41, -4.80, 5.91], [1.89, -3.89, 5.77], [2.30, -1.77, 4.56], [0.45, -0.60, 3.45], [-4.70, 0.82, 4.36], [-4.75, 3.23, 4.86], [-2.71, 4.60, 4.59], [-0.60, 3.54, 3.84], [-0.53, 1.12, 3.38], [-4.37, -3.02, 1.79], [-6.37, -4.32, 2.38], [-7.36, -4.12, 4.64], [-6.32, -2.61, 6.31], [-4.32, -1.30, 5.72], [0.05, 0.05, -1.00], [0.59, -0.76, -2.18], [-0.86, -1.58, -2.94], [-2.04, -0.59, -3.09], [-2.15, 0.04, -4.48], [-2.23, -1.04, -5.55], [-0.94, -1.86, -5.54], [-0.68, -2.50, -4.17], [1.79, -1.94, -1.46], [2.60, -2.93, -2.32], [1.98, -4.32, -2.48], [1.59, -4.91, -1.12], [0.60, -3.98, -0.43], [1.22, -2.61, -0.20], [1.46, 0.42, -3.27], [2.06, -0.07, -4.60], [3.07, 0.95, -5.12], [4.31, 1.02, -4.21], [3.94, 0.68, -2.76], [2.54, 1.17, -2.43], [-1.09, -2.22, -2.09], [-1.95, 0.19, -2.33], [-2.96, -1.14, -2.89], [-1.29, 0.69, -4.68], [-3.04, 0.67, -4.51], [-2.39, -0.60, -6.53], [-3.09, -1.70, -5.34], [-0.12, -1.20, -5.81], [-0.98, -2.65, -6.29], [0.32, -2.94, -4.18], [-1.39, -3.33, -4.06], [2.50, -1.17, -1.10], [3.57, -3.06, -1.83], [2.82, -2.51, -3.31], [2.70, -4.96, -2.98], [1.08, -4.28, -3.10], [2.49, -5.01, -0.50], [1.16, -5.90, -1.25], [0.29, -4.39, 0.53], [-0.30, -3.90, -1.05], [2.03, -2.73, 0.52], [0.49, -1.94, 0.26], [0.65, 1.13, -3.49], [1.27, -0.19, -5.34], [2.55, -1.04, -4.50], [2.59, 1.93, -5.18], [3.37, 0.69, -6.14], [4.73, 2.03, -4.25], [5.08, 0.33, -4.57], [4.67, 1.12, -2.07], [3.99, -0.41, -2.61], [2.48, 2.24, -2.64], [2.33, 1.06, -1.37]]
}